# 1
108
Properties=species:S:1:pos:R:3:forces:R:3:mulliken_charge:R:1 method="wB97M-V/def2-TZVPD" charge=0
Bi -0.1103 0.5836 -0.4554 0.285 0.400 -0.006 1.72
C 3.0647 -4.6390 -5.6711 -0.005 -0.022 -0.024 -0.51
C 3.1995 -4.7454 -4.2940 0.087 -0.037 -0.024 -0.97
C 2.8110 -3.7098 -3.4620 -0.098 0.022 -0.050 -0.15
C 2.2720 -2.5200 -3.9778 0.045 -0.087 -0.177 0.78
C 2.1256 -2.4445 -5.3715 0.002 0.076 0.083 -0.31
C 2.5166 -3.4806 -6.2015 0.026 -0.045 -0.035 -0.88
C 1.7563 -1.4635 -3.0986 0.062 0.243 0.577 0.46
C 0.6196 -0.6780 -3.5581 -0.203 -0.092 0.127 1.31
C 0.4748 0.3811 -4.6422 0.172 0.039 0.078 -1.29
C -0.3367 1.1346 -3.9033 0.174 0.151 -0.193 -1.18
C -0.3068 0.1884 -2.7017 0.147 0.086 0.024 -1.23
N -0.7888 -1.0711 -3.1843 -0.427 -0.531 -0.219 0.17
C -1.2781 -2.1207 -2.5678 0.079 0.218 -0.033 0.37
C -1.9099 -2.0279 -1.3064 -0.180 -0.081 -0.001 0.04
C -2.8387 -2.9218 -0.7581 0.049 0.014 -0.002 -1.37
C -3.1551 -2.4468 0.5070 -0.038 -0.121 0.080 -0.95
C -2.3875 -1.2987 0.7089 -0.181 0.149 -0.159 -0.37
C -2.3200 -0.4330 1.9475 0.385 -0.190 0.317 3.77
C -3.3621 -0.8874 2.9496 -0.035 0.112 0.086 -0.97
C -3.0614 -1.8997 3.8539 0.031 0.012 -0.043 0.01
C -4.0310 -2.3692 4.7267 -0.056 -0.041 0.007 -0.98
C -5.3101 -1.8330 4.7060 0.020 -0.007 0.039 -0.49
C -5.6133 -0.8237 3.8055 -0.033 0.009 -0.054 -1.09
C -4.6473 -0.3599 2.9256 -0.021 -0.043 -0.017 0.12
C -0.9091 -0.3874 2.4820 -0.134 0.171 0.119 -0.83
N 0.1103 -0.4667 1.5961 0.345 0.008 0.106 -0.32
C 1.2719 -0.2108 2.2725 -0.660 -0.114 0.402 0.12
C 2.5428 -0.2899 1.6202 0.386 -0.247 -0.707 1.35
C 3.7458 -0.0181 2.4576 -0.017 0.045 -0.024 -0.48
C 3.9424 1.2940 2.8914 0.077 -0.071 0.024 -0.12
C 5.0656 1.6328 3.6279 0.000 0.019 0.040 -0.91
C 6.0026 0.6621 3.9546 -0.007 -0.005 0.070 -0.46
C 5.8018 -0.6475 3.5488 0.065 -0.046 0.023 -0.79
C 4.6791 -0.9886 2.8066 -0.080 0.002 0.035 -0.18
C 2.7159 -0.6013 0.2925 -0.182 0.356 0.798 0.58
C 3.9408 -1.0944 -0.2768 0.137 -0.174 -0.518 -1.48
C 3.6671 -1.5541 -1.5151 0.401 -0.023 0.488 -1.73
C 2.2840 -1.2494 -1.8259 -0.235 0.157 -0.628 0.29
N 1.7270 -0.6448 -0.7164 -0.049 -0.175 -0.028 0.49
C 0.9727 -0.0190 3.6296 0.315 0.103 -0.172 -1.46
C -0.4138 -0.1123 3.7574 -0.312 -0.111 -0.071 -0.82
N -1.6668 -1.0193 -0.3929 -0.192 0.019 -0.051 0.49
C -1.1381 -3.4117 -3.2571 0.125 -0.124 -0.070 0.19
C -0.8208 -4.5657 -2.5423 -0.026 0.074 0.060 -0.38
C -0.6266 -5.7613 -3.2117 0.020 -0.127 -0.003 -1.02
C -0.7503 -5.8189 -4.5917 -0.002 0.054 -0.020 -0.43
C -1.0556 -4.6698 -5.3086 -0.015 -0.040 -0.028 -0.72
C -1.2433 -3.4712 -4.6462 -0.013 0.091 0.005 -0.02
H 3.3678 -5.4505 -6.3202 -0.008 -0.004 0.014 0.41
H 3.5954 -5.6558 -3.8596 0.011 0.017 0.005 0.38
H 2.8859 -3.8417 -2.3903 -0.045 0.013 0.000 0.47
H 1.6928 -1.5576 -5.8142 0.017 -0.017 -0.009 0.20
H 2.3896 -3.3877 -7.2736 0.000 0.032 0.009 0.43
H 0.8996 0.4761 -5.6313 -0.077 -0.086 -0.048 0.44
H -0.8736 2.0552 -4.0742 -0.055 -0.173 0.008 0.46
H -3.2483 -3.7831 -1.2605 0.012 -0.010 0.019 0.66
H -3.8562 -2.8709 1.2064 0.025 0.002 0.020 0.63
H -2.0654 -2.3219 3.8707 0.004 0.014 -0.007 0.44
H -3.7863 -3.1604 5.4237 0.011 0.004 0.002 0.43
H -6.0674 -2.2000 5.3866 0.009 0.003 0.011 0.41
H -6.6090 -0.3995 3.7803 0.000 -0.001 -0.004 0.42
H -4.9035 0.4116 2.2104 0.014 -0.006 0.014 0.41
H 3.1997 2.0389 2.6406 -0.056 0.072 -0.025 0.50
H 5.2126 2.6563 3.9510 -0.021 -0.003 -0.006 0.41
H 6.8728 0.9212 4.5442 0.021 0.005 -0.038 0.38
H 6.5239 -1.4092 3.8157 -0.019 -0.018 -0.007 0.38
H 4.5182 -2.0162 2.5045 -0.005 0.003 -0.016 0.55
H 4.8868 -1.1293 0.2371 0.021 0.046 -0.033 0.62
H 4.3583 -1.9930 -2.2152 -0.005 -0.012 0.010 0.67
H 1.6872 0.1714 4.4152 0.000 -0.039 0.010 0.51
H -1.0028 -0.0130 4.6549 0.018 0.010 0.027 0.71
H -0.6982 -4.5085 -1.4687 0.000 -0.011 -0.008 0.59
H -0.3651 -6.6536 -2.6578 -0.007 0.018 0.024 0.40
H -0.6048 -6.7561 -5.1130 0.028 -0.005 0.015 0.41
H -1.1467 -4.7099 -6.3861 0.005 0.003 0.001 0.41
H -1.4848 -2.5706 -5.1967 0.011 0.007 0.009 0.44
O -1.8059 5.0784 -2.7497 -0.029 0.228 0.217 -0.52
C -2.2814 3.9578 -2.1763 0.009 0.008 -0.155 -0.04
O -2.4092 2.9188 -2.7617 -0.009 0.083 0.114 -0.53
C -2.6474 4.1746 -0.7391 -0.059 0.067 0.203 0.82
C -3.2274 5.3613 -0.3054 0.081 -0.011 -0.033 -0.73
C -3.5731 5.4639 1.0316 -0.001 0.020 0.026 -0.59
C -3.3456 4.3887 1.8726 0.013 -0.091 0.103 -1.06
C -2.8036 3.2304 1.3303 0.044 -0.027 -0.253 0.49
N -2.4460 3.1317 0.0537 -0.140 -0.153 -0.010 0.39
C -2.6577 1.9885 2.1820 0.034 0.098 0.037 0.19
O -2.6002 2.0217 3.3853 0.036 0.101 -0.003 -0.64
O -2.6504 0.9090 1.4163 -0.046 0.041 -0.282 -0.47
H -1.5936 4.8925 -3.6736 -0.061 -0.138 -0.098 0.37
H -3.4139 6.1693 -0.9983 0.074 0.007 -0.008 0.49
H -4.0281 6.3692 1.4108 0.007 0.010 0.004 0.50
H -3.5953 4.4215 2.9243 -0.020 -0.037 -0.004 0.60
C -0.4964 5.8171 3.7999 0.030 -0.079 -0.071 -1.42
C 0.2454 4.9408 2.8461 0.022 0.078 -0.061 0.62
C 1.1313 5.2284 1.8294 -0.021 -0.001 -0.003 -1.37
C 1.4562 3.9800 1.2547 -0.114 0.054 0.088 0.69
N 0.8131 3.0021 1.8761 0.122 -0.244 -0.298 0.71
N 0.0972 3.6006 2.8354 -0.101 0.094 0.083 -0.10
C 2.3928 3.6911 0.1264 -0.100 0.033 0.131 -1.03
H 0.1824 6.4853 4.3283 -0.004 -0.020 0.032 0.40
H -1.0297 5.2102 4.5316 -0.023 0.056 0.039 0.33
H -1.2212 6.4329 3.2650 -0.031 -0.003 0.040 0.24
H 1.4956 6.1996 1.5374 -0.011 0.011 0.029 0.48
H -0.5005 3.0405 3.4259 0.025 -0.050 0.027 0.08
H 3.4207 3.9087 0.4213 0.026 -0.042 -0.068 0.30
H 2.1535 4.3053 -0.7425 0.029 -0.030 -0.041 0.39
H 2.3314 2.6373 -0.1472 0.078 -0.002 -0.012 -0.07

---

# 2
16
Properties=species:S:1:pos:R:3:forces:R:3:mulliken_charge:R:1 method="wB97M-V/def2-TZVPD" charge=0 smiles="CP(C)O.C=C=O"
C -1.3650 1.6893 -0.0483 -2.066 -1.379 0.126 -1.01
P -0.8603 -0.1008 -0.2301 1.017 0.615 -1.133 0.29
C -2.3669 -1.1217 0.1632 1.494 1.460 1.599 -1.04
O -0.0694 -0.0542 1.2132 -3.675 0.250 0.846 -0.45
H -1.5737 2.2528 -0.9431 0.373 0.107 -0.390 0.36
H -2.3294 1.6092 0.4629 -0.224 0.282 0.083 0.30
H -0.7456 2.1736 0.6704 0.847 0.374 0.084 0.31
H -2.0176 -2.1371 0.2229 0.017 -0.466 0.059 0.32
H -2.6621 -0.7517 1.1613 -0.424 -0.443 -0.379 0.29
H -3.1219 -1.0250 -0.5761 -0.704 0.211 -0.610 0.35
H 0.8137 -0.2452 1.2563 3.371 -1.015 -0.327 0.30
C 2.9104 -0.6929 -1.0577 -0.031 0.889 -0.676 -0.95
C 3.7048 -0.1488 -0.1872 0.685 0.340 3.309 0.78
O 4.2513 0.2193 0.7903 -0.330 -0.161 -1.902 -0.40
H 3.1908 -1.6802 -1.3517 -0.308 -0.413 -0.487 0.27
H 2.2408 0.0133 -1.5465 -0.044 -0.651 -0.204 0.29

---

# 3
14
Properties=species:S:1:pos:R:3:forces:R:3:mulliken_charge:R:1 method="wB97M-V/def2-TZVPD" charge=0
C -0.6398 1.1114 1.9445 -1.202 -0.477 -0.506 -0.94
N -0.0830 1.5435 0.7192 3.519 -1.073 -2.046 -0.52
C 0.3179 0.6591 -0.1466 -2.144 1.130 0.615 0.55
C -0.2362 -0.7921 -0.2481 0.143 -0.688 0.729 -0.35
N 0.1389 -1.2959 -1.5759 0.816 3.306 0.803 -0.32
C 0.9866 -0.2519 -1.9560 1.820 0.316 -2.479 -0.10
N 1.1101 0.8874 -1.3243 -1.527 -2.036 0.636 -0.53
H -0.4377 0.1383 2.3111 0.649 -1.476 -0.143 0.29
H -1.6742 1.1241 1.7577 -1.950 -0.103 0.178 0.37
H -0.5209 1.7038 2.8097 0.697 1.486 0.500 0.34
H 0.3849 -1.3861 0.4712 -1.457 0.137 0.103 0.31
H -1.3465 -0.8282 -0.2635 0.760 -0.005 1.241 0.25
H 0.4102 -2.2532 -1.6061 0.553 -0.392 -0.436 0.28
H 1.5896 -0.3601 -2.8929 -0.678 -0.124 0.805 0.36

---

# 4
16
Properties=species:S:1:pos:R:3:forces:R:3:mulliken_charge:R:1 method="wB97M-V/def2-TZVPD" charge=0 smiles="NCC(=O)O.O.O"
N -2.1222 0.5683 3.2877 2.276 1.766 -0.753 -0.57
C -1.4667 -0.4511 2.3735 -4.467 0.822 -1.895 -0.45
C -1.5092 -0.1412 0.7914 -3.265 2.673 1.185 0.57
O -2.4614 0.4705 0.2643 2.797 -2.006 1.461 -0.53
O -0.5085 -0.6603 0.0550 -0.798 -0.731 0.407 -0.42
H -1.8103 0.4442 4.2510 -0.124 -0.740 -0.133 0.25
H -1.6983 1.5144 3.1270 -0.621 -0.934 -0.292 0.23
H -0.5616 -0.9191 2.5559 1.802 -0.638 1.030 0.34
H -2.3678 -1.1342 2.4276 1.633 -0.494 -0.425 0.24
H -1.0277 -0.9249 -0.7246 0.754 0.293 -0.560 0.34
O 4.5868 -1.8775 -5.0229 0.485 1.131 0.845 -0.64
H 4.0575 -2.2754 -5.6876 -0.575 -0.738 -0.816 0.32
H 5.1465 -2.5441 -4.6333 0.088 -0.392 -0.027 0.32
O 0.2155 2.8109 -1.0739 1.051 -0.726 0.721 -0.63
H 0.9706 2.8283 -1.6916 -0.507 -0.006 0.401 0.32
H 0.5570 2.2911 -0.2996 -0.529 0.720 -1.149 0.31

---

# 5
10
Properties=species:S:1:pos:R:3:forces:R:3:mulliken_charge:R:1 method="wB97M-V/def2-TZVPD" charge=0
C -0.9879 0.1252 -0.5089 0.246 0.313 0.290 -0.72
C 0.5560 -0.6450 1.2581 -3.154 3.166 -1.226 0.11
N 1.4826 -0.0741 0.5010 0.051 -1.331 -0.461 -0.08
N 1.2880 0.6075 -0.5584 1.587 0.992 0.361 -0.46
N 0.0467 0.7232 -1.1486 1.570 -1.178 2.444 0.13
F 0.6149 -1.7525 1.9689 1.219 -0.264 -0.540 -0.21
H -1.5379 0.8166 0.1017 -0.161 -0.291 0.674 0.32
H -1.5112 -0.5027 -1.1535 -1.456 -0.944 -0.773 0.32
H -0.2001 0.0338 1.6559 0.344 -0.385 0.305 0.32
H 0.2489 0.6680 -2.1165 -0.247 -0.079 -1.074 0.29

---

# 6
86
Properties=species:S:1:pos:R:3:forces:R:3:mulliken_charge:R:1 method="wB97M-V/def2-TZVPD" multiplicity=3 charge=+1
W -0.1058 -0.3629 -0.5352 0.085 0.255 0.352 2.50
C 0.2454 5.3813 -3.8730 -0.061 -0.005 0.009 -0.61
C -1.1384 5.4299 -3.6411 0.049 0.009 -0.009 -0.62
C -1.8017 4.3897 -3.0162 0.033 0.014 0.005 -0.41
C -1.0321 3.3127 -2.5966 -0.180 -0.100 0.065 0.35
C -1.3921 2.0381 -1.9906 -0.002 0.208 -0.060 -0.16
N -2.6081 1.5623 -1.9548 -0.003 -0.131 0.049 -0.54
C -2.8893 0.3070 -1.6624 -0.066 0.017 0.014 0.14
C -4.2238 -0.2216 -1.7319 -0.034 0.176 -0.041 0.50
C -5.4231 0.3553 -2.1605 0.055 -0.029 -0.008 -0.45
C -6.5580 -0.4150 -2.0635 -0.027 -0.085 0.033 -0.68
C -6.5165 -1.7284 -1.5444 -0.031 0.083 -0.032 -0.67
C -5.3393 -2.2935 -1.1138 0.053 0.023 -0.029 -0.46
C -4.1829 -1.5149 -1.2215 -0.033 -0.157 0.080 0.49
C -2.8236 -1.7786 -0.8379 -0.052 -0.088 -0.047 -0.16
N -2.4680 -2.8692 -0.1907 -0.002 0.131 -0.060 -0.49
C -1.2248 -3.1719 0.0821 -0.013 -0.204 0.107 -0.13
N -0.1257 -2.4025 -0.2234 -0.007 -0.473 -0.133 0.08
C 0.9423 -3.2627 -0.3297 -0.037 -0.235 0.126 -0.17
N 2.0310 -3.0533 -1.0243 0.026 0.149 -0.020 -0.51
C 2.2362 -1.9704 -1.7426 0.005 -0.041 -0.191 -0.40
N 1.4598 -0.8114 -1.8055 -0.034 0.075 0.261 -0.10
C 2.1969 0.1381 -2.5092 0.028 -0.103 -0.134 -0.24
N 1.9218 1.4119 -2.7024 0.035 -0.102 0.081 -0.57
C 0.7889 1.9622 -2.3533 -0.034 0.269 -0.067 -0.03
N -0.2446 1.3364 -1.6983 -0.038 0.163 -0.308 -0.14
C 0.3378 3.2644 -2.8253 0.195 -0.105 -0.007 0.21
C 1.0016 4.2903 -3.4855 -0.016 0.008 0.029 -0.42
C 3.3982 -0.4754 -3.0078 0.097 0.177 0.050 0.74
C 4.4618 0.0503 -3.7474 -0.118 -0.037 -0.047 -0.46
C 5.5209 -0.7881 -4.0041 0.043 -0.067 0.006 -0.65
C 5.5417 -2.1174 -3.5290 0.031 0.056 -0.050 -0.63
C 4.5033 -2.6320 -2.7891 -0.119 0.010 -0.057 -0.49
C 3.4181 -1.7856 -2.5407 0.109 -0.093 0.166 0.69
C 0.5766 -4.5557 0.2296 0.191 0.082 -0.082 0.32
C 1.3026 -5.7264 0.4104 -0.024 0.000 0.028 -0.40
C 0.6171 -6.8210 0.9037 -0.052 0.013 0.005 -0.61
C -0.7599 -6.7605 1.1725 0.045 -0.007 -0.013 -0.59
C -1.4864 -5.6049 0.9536 0.027 -0.010 0.022 -0.41
C -0.7861 -4.4968 0.4945 -0.206 0.116 -0.023 0.27
N -2.0328 -0.6832 -1.1866 0.092 0.065 0.062 0.03
H 0.7238 6.2120 -4.3735 -0.004 0.008 -0.004 0.43
H -1.6953 6.2978 -3.9674 0.004 0.006 -0.006 0.42
H -2.8703 4.4110 -2.8537 -0.004 -0.001 -0.004 0.55
H -5.4468 1.3622 -2.5526 0.007 0.008 0.005 0.57
H -7.5074 -0.0099 -2.3870 -0.009 -0.011 0.002 0.42
H -7.4353 -2.2959 -1.4833 -0.009 0.007 -0.005 0.43
H -5.2985 -3.2960 -0.7117 0.004 -0.002 0.008 0.57
H 2.0638 4.2344 -3.6789 0.003 0.002 -0.006 0.55
H 4.4390 1.0701 -4.1048 0.007 0.012 0.022 0.57
H 6.3626 -0.4240 -4.5777 0.010 -0.011 0.000 0.43
H 6.3980 -2.7396 -3.7513 0.012 0.010 -0.005 0.42
H 4.5114 -3.6479 -2.4201 0.008 0.004 0.027 0.56
H 2.3579 -5.7710 0.1799 0.003 -0.004 -0.003 0.55
H 1.1463 -7.7479 1.0785 -0.003 -0.008 0.003 0.42
H -1.2608 -7.6419 1.5493 0.006 -0.008 0.000 0.42
H -2.5509 -5.5576 1.1368 -0.002 -0.003 -0.004 0.55
N 1.6145 4.7109 8.5639 0.004 0.027 0.042 -0.49
C 1.4265 4.1435 7.5840 -0.028 -0.103 -0.173 -0.17
C 1.1934 3.4286 6.3518 0.025 0.087 0.153 0.62
C 0.6400 4.0924 5.2611 -0.006 -0.006 -0.043 -0.91
C 0.4139 3.4018 4.0820 -0.041 0.004 0.024 0.18
C 0.7477 2.0556 3.9872 0.020 -0.044 -0.087 -0.37
C 1.3056 1.3982 5.0779 0.023 0.001 0.032 0.24
C 1.5238 2.0795 6.2630 0.009 -0.021 -0.014 -0.88
C 0.5079 1.3101 2.7152 -0.009 0.074 0.067 1.36
C 1.5981 1.0573 1.9030 0.116 -0.050 0.007 -0.39
C 2.9254 1.4153 2.2133 0.040 -0.035 0.029 -0.81
C 3.7416 0.7738 1.3088 -0.132 -0.012 -0.022 -1.74
C 2.8877 0.0570 0.4706 0.150 -0.034 0.042 0.03
N 1.5835 0.2228 0.7761 -0.173 0.041 -0.125 -0.04
C -0.7845 0.8944 2.4545 -0.126 0.245 -0.078 -0.26
C -1.8766 1.1004 3.3230 0.020 -0.045 0.015 -0.97
C -3.0038 0.6678 2.6659 0.083 -0.022 -0.102 -1.66
C -2.5678 0.2222 1.4169 -0.152 0.036 0.110 0.01
N -1.2326 0.3332 1.2496 0.118 -0.197 -0.033 0.09
H 0.3877 5.1405 5.3421 0.002 0.005 -0.003 0.46
H -0.0236 3.9087 3.2315 0.002 0.003 -0.003 0.52
H 1.5655 0.3504 4.9986 -0.002 -0.002 0.000 0.51
H 1.9501 1.5737 7.1181 0.002 -0.002 0.002 0.46
H 3.2176 2.0499 3.0335 0.000 0.005 0.001 0.60
H 4.8160 0.7925 1.2437 0.009 -0.006 0.007 0.50
H 3.2231 -0.5947 -0.3110 0.012 0.022 -0.056 0.54
H -1.8064 1.5167 4.3138 0.002 0.017 0.011 0.58
H -4.0236 0.6671 3.0112 -0.006 0.000 0.001 0.53
H -3.2268 -0.1523 0.6605 0.000 -0.018 0.029 0.48

---

What did we get for energy above the lowest of the compared OMol25 structures with the same formula, charge and spin? Answer: 0.0 258.5 162.5 183.9 419.7 11.3 kJ/mol, in the order shown.